# C17H42Cl3GaGeN2OS5SbSi2

C17H42Cl3GaGeN2OS5SbSi2 as an isolated structure (ωB97M-V/def2-TZVPD, OMol25).

Each line ends with the Löwdin charge.
CARTESIAN COORDINATES (ANGSTROEM)
1 C -0.53574 -4.42837 1.90562  -0.222
2 Si 2.56406 3.45453 1.52522  0.455
3 C -1.35274 5.49073 0.25422  -0.182
4 H -1.57894 -4.31537 1.60762  0.059
5 S 4.01396 -2.60857 1.13982  -0.383
6 H 4.77536 4.30343 0.72262  0.021
7 H 1.33246 -3.44657 1.40742  0.059
8 C -1.36244 -3.61847 -3.25478  -0.193
9 C 0.72886 3.37013 0.97912  -0.424
10 H -1.19494 3.86633 -2.71968  0.022
11 H -0.90114 6.22823 0.91172  0.017
12 Ge -0.07594 0.45973 3.46782  -0.030
13 H 2.07766 3.79033 3.96052  -0.002
14 H -1.90384 6.02743 -0.51338  0.013
15 H 3.73806 3.94733 -0.64408  0.002
16 C 0.25966 -3.25537 1.33232  -0.237
17 C 3.75876 4.38333 0.34732  -0.194
18 H 0.10536 -7.08667 -0.24728  0.060
19 C -0.88464 3.28013 -1.85798  -0.200
20 H 1.64316 6.19823 -0.89848  0.010
21 C 3.38286 1.74923 1.79192  -0.213
22 S 1.30066 -0.12957 -0.36248  0.049
23 H -2.74774 -2.80637 -4.69358  0.097
24 H 2.68016 1.03083 2.21742  -0.033
25 H -3.41594 2.23163 1.07232  0.069
26 H -0.58954 -6.55607 2.00882  0.093
27 S 2.04536 1.31753 -1.53688  0.123
28 H 0.02116 -2.35687 1.92672  0.069
29 C -0.01564 -5.79397 1.47132  -0.265
30 H 1.02826 -5.88917 1.77112  0.104
31 H 0.63946 5.92723 -2.30538  0.016
32 H 3.58626 4.58093 3.53962  0.016
33 H -3.59744 -3.31687 -1.81748  0.051
34 H -3.75954 -1.83507 -2.75648  0.061
35 H -2.04604 -1.16697 -1.74908  0.091
36 C -0.12504 -6.04597 -0.02758  -0.116
37 C -3.02284 1.23193 0.85172  -0.252
38 H -1.38994 -4.27467 -2.38408  0.100
39 Ga 0.03426 1.42083 0.81932  -0.045
40 Sb 3.58476 -1.59557 -0.90878  0.216
41 S 2.60496 -3.41097 -2.00148  -0.271
42 H -3.60964 0.79523 0.03412  0.059
43 C -0.66824 -2.31327 -2.84298  -0.211
44 C -3.79374 -2.92017 -2.81098  -0.117
45 O -1.67744 1.31403 0.47922  -0.373
46 N -0.05574 -2.98017 -0.05098  -0.019
47 Cl -1.24344 2.38823 3.86572  -0.030
48 H 3.52586 5.43863 0.25582  0.006
49 H 4.22646 1.80293 2.47332  0.034
50 H -0.19204 2.51723 -2.20988  -0.037
51 H -0.73174 -4.10107 -4.00428  0.108
52 H 0.57166 -5.42237 -0.57928  0.038
53 H 1.95966 4.83333 -1.96128  0.010
54 H -0.49414 -4.35547 2.99472  0.108
55 C 1.18016 5.43083 -1.50638  -0.192
56 H -0.74794 -1.56537 -3.63458  0.123
57 H -3.15664 0.60713 1.73812  0.043
58 H 0.14556 3.68613 1.85132  -0.041
59 Cl 1.58396 0.86163 4.97132  -0.059
60 C 2.57416 4.38373 3.20032  -0.186
61 H 2.05466 5.33503 3.13422  0.016
62 H 3.74086 1.34363 0.84892  -0.013
63 H 0.39396 -2.53247 -2.69248  -0.005
64 Cl -1.31814 -0.93677 4.74892  -0.075
65 H -3.10374 -4.44367 -4.15868  0.093
66 H -2.06784 4.91883 0.83752  0.019
67 Si -0.02454 4.32423 -0.50358  0.475
68 H 0.69776 -3.11407 -0.72508  -0.031
69 S -2.37064 -1.94717 0.67062  0.681
70 H -4.80614 -3.19947 -3.10048  0.061
71 C -1.11144 -2.24297 -0.39148  -0.878
72 C -2.77634 -3.45807 -3.81648  -0.263
73 H -1.75394 2.77243 -1.45138  0.013
74 N -1.22214 -1.73897 -1.64258  -0.032
75 H -1.13484 -5.83457 -0.37398  0.064

Computed properties:
Charge   -2
Lowest unoccupied orbital energy (spin up / spin down)   4.2805 / 2.6756 eV
HOMO-LUMO gap (spin up / spin down)   6.401 / 4.781 eV
Highest occupied orbital energy (spin up / spin down)   -0.0779 / -0.0774 Eh
Spin multiplicity   2
⟨S²⟩   0.755

=====

# C17H42IN2O6S

A 3-piece molecular cluster, C17H42IN2O6S overall (ωB97M-V/def2-TZVPD, OMol25).

Each line ends with the Löwdin charge.
CARTESIAN COORDINATES (ANGSTROEM)
1 H 0.39535 -3.64443 -1.11641  0.081
2 H 0.11909 2.55554 -3.06449  0.092
3 O 1.21942 4.07505 -2.15850  -0.191
4 H 3.09686 -0.79246 5.54767  0.090
5 H 1.09967 4.15972 -7.04429  0.117
6 C -0.61117 -3.64773 -0.72416  -0.336
7 H -1.90817 -6.67866 -1.76339  0.104
8 H 2.29433 6.19547 -7.32230  0.122
9 N -1.00574 -0.12692 4.49599  -0.043
10 H -0.60441 -3.17411 0.24987  0.061
11 H 2.35410 0.41101 6.61327  0.092
12 C 2.11327 5.88959 -6.28900  -0.229
13 I 0.43118 -0.67724 -2.19787  0.868
14 C -0.77526 -2.34235 -2.85553  -0.602
15 C -0.00490 -0.72677 6.65424  -0.210
16 C 2.17001 -0.27176 5.78069  -0.108
17 H -1.17428 -2.02374 5.46000  0.103
18 C -1.95942 -5.28343 1.13952  -0.246
19 O 1.90099 7.08719 -5.56919  -0.175
20 O 0.18505 -5.93836 2.05257  -0.083
21 H 0.16176 -3.09644 3.70456  0.096
22 H -1.39154 -1.96914 -3.65553  0.049
23 H -0.21935 -1.26946 7.57829  0.125
24 H -0.62394 3.72385 -1.26477  0.085
25 H 1.11487 -3.11145 2.20017  0.090
26 O -2.12552 -5.76108 -1.50516  -0.277
27 H 2.50215 3.88432 -4.41569  0.109
28 C -1.93184 -0.45340 3.42020  -0.191
29 H 1.23832 6.75472 -3.62166  0.072
30 H 0.38730 -5.07630 2.45513  0.068
31 H 2.93948 6.30966 -3.93668  0.088
32 H -2.00444 -2.08179 -1.15049  0.095
33 C 0.47257 -2.50021 2.84245  -0.078
34 C 2.14326 7.01884 -4.17682  -0.099
35 H 2.45282 8.01081 -3.84865  0.089
36 O 1.20723 -1.25336 6.12561  -0.198
37 N 0.51226 4.31551 -5.05030  -0.050
38 H -2.37176 -3.54114 -2.03561  0.101
39 C -1.83943 -1.84095 2.79447  -0.219
40 C 1.50805 3.42159 -4.47592  -0.214
41 H 1.86742 0.30981 4.90231  0.079
42 H -0.59836 5.06303 -2.44196  0.081
43 C -1.56291 -2.90800 -1.69033  -0.321
44 H 1.07258 -1.65648 3.18105  0.086
45 H 0.05576 5.51771 -6.66467  0.120
46 H 1.82913 2.22940 -2.74203  0.090
47 H -1.77136 0.27697 2.62346  0.125
48 H -1.54824 -5.92231 3.14779  0.132
49 H -2.95362 -0.30581 3.78078  0.126
50 H -1.38787 -7.20860 1.92005  0.125
51 C 0.91483 4.94644 -6.30619  -0.198
52 H 0.09989 0.33146 6.90471  0.127
53 C -1.21934 -6.16663 2.14430  -0.262
54 H -1.99910 -2.64265 3.52603  0.111
55 H -0.06014 -0.21732 4.14889  0.071
56 C -1.15089 -0.94920 5.69214  -0.211
57 O -0.63846 -2.07688 2.06095  -0.230
58 C 1.12066 2.99590 -3.07637  -0.259
59 H -2.96392 -5.64257 0.95310  0.114
60 C -0.02251 4.54424 -1.66879  -0.110
61 H 0.18927 5.24881 -0.86693  0.090
62 H 1.59000 2.53139 -5.10739  0.123
63 S -1.00809 -5.36074 -0.40711  1.202
64 H -1.93345 -4.25217 1.47309  0.073
65 H 0.30037 5.04338 -4.38062  0.070
66 H -2.09151 -0.69349 6.18696  0.128
67 H 3.03105 5.39532 -5.94743  0.111
68 H -2.65151 -1.91956 2.06462  0.121
69 H -0.06229 -3.06921 -3.20832  0.041

Computed properties:
Charge   +1
Lowest unoccupied orbital energy   -3.5848 eV
HOMO-LUMO gap   6.406 eV
Highest occupied orbital energy   -0.3671 Eh

=====

# C17H42O8P2S

A 4-piece molecular cluster, C17H42O8P2S overall (ωB97M-V/def2-TZVPD, OMol25).

Each line ends with the Löwdin charge.
CARTESIAN COORDINATES (ANGSTROEM)
1 C 3.57390 -3.92420 1.33966  -0.118
2 H 4.16564 -6.30301 2.89256  0.083
3 C -6.73130 -2.26420 -3.45237  -0.110
4 H -3.00564 2.03475 2.37266  0.116
5 H 3.64460 7.07096 -0.47775  0.126
6 C 1.95848 -5.57694 0.81415  -0.204
7 H 2.03991 -7.26296 2.14468  0.126
8 H 6.27670 6.33976 -2.64487  0.087
9 H -3.21190 -0.21069 2.70935  0.070
10 H 4.24596 -8.08509 2.82435  0.089
11 C 5.45407 6.72810 -2.04659  -0.117
12 C -2.57220 1.47798 1.55568  -0.211
13 H 2.26106 3.94126 -3.45174  0.087
14 C 3.83513 5.99383 -0.48068  -0.199
15 H 0.86550 -5.52263 0.82472  0.126
16 H 1.09518 -0.23057 0.47625  -0.062
17 H 3.28589 -3.19953 0.56860  0.078
18 H 2.30051 -5.30297 -0.18765  0.129
19 H -3.40385 -1.30465 -1.89379  0.012
20 S -1.03100 -1.58585 -0.81659  0.127
21 H 1.26220 1.40971 3.08459  0.035
22 C 2.85669 4.86033 -3.41141  -0.118
23 O -5.11748 -1.29587 -0.80063  -0.194
24 O -7.23834 -1.09797 -2.83002  -0.189
25 C 1.63498 2.39876 2.87065  0.021
26 P -0.87862 -0.61058 2.55018  0.711
27 H -2.78793 -0.62483 1.07461  0.014
28 H -8.40171 -0.75556 -1.19831  0.125
29 C 2.66121 5.25935 -1.08259  -0.209
30 O 3.78577 -7.15555 1.02970  -0.188
31 H 1.78009 2.91651 3.80677  0.093
32 H 3.95797 5.66844 0.55704  0.125
33 H 2.75709 5.38134 -4.36251  0.087
34 C -4.22764 -0.62977 -1.68062  -0.137
35 H 0.87875 -2.35426 1.08824  -0.076
36 H -3.24098 1.54485 0.70959  0.097
37 C 4.45392 -7.15916 2.27763  -0.111
38 H 1.91335 -7.67213 0.42686  0.127
39 O -0.67206 2.76599 2.29003  -0.047
40 H 2.55256 2.34676 2.30808  0.086
41 C -7.45623 -1.25264 -1.43799  -0.208
42 H -4.71643 -0.35532 -2.61920  0.089
43 O 2.43882 -4.64788 1.77777  -0.210
44 O 2.37670 5.72187 -2.39889  -0.188
45 H 5.52247 -7.10517 2.07758  0.089
46 C -6.35051 -0.61863 -0.62578  -0.209
47 P 0.12871 -1.22394 0.71073  0.113
48 O 5.05076 5.70381 -1.15879  -0.192
49 H 4.64179 7.02585 -2.71422  0.083
50 H 1.77943 5.44364 -0.47472  0.104
51 C -2.49752 -0.01539 1.92230  -0.472
52 O 0.91457 3.95115 1.16984  0.101
53 H -3.82250 0.27030 -1.20386  0.072
54 C 0.62762 3.12088 2.02447  -0.488
55 H -6.25071 0.43937 -0.88669  0.127
56 H -7.55440 -2.31047 -1.17740  0.126
57 H 2.84892 4.18208 -1.08537  0.124
58 H -6.61173 -0.68331 0.43599  0.124
59 H 3.97408 -3.38283 2.19547  0.090
60 H -6.42762 -1.99156 -4.46136  0.089
61 H -1.54859 2.97288 0.46167  0.127
62 H -0.61045 1.51994 0.59776  0.090
63 H 4.35348 -4.57828 0.94329  0.086
64 H 5.80732 7.60435 -1.49156  0.087
65 H 3.90805 4.60291 -3.25869  0.083
66 C -1.29883 2.16494 1.13746  -0.207
67 H -7.50617 -3.03595 -3.51548  0.088
68 H -1.21399 -1.88073 3.05309  -0.082
69 H -5.86522 -2.66209 -2.91820  0.084
70 C 2.38179 -6.98947 1.14229  -0.206

Computed properties:
Lowest unoccupied orbital energy   0.4340 eV
HOMO-LUMO gap   9.156 eV
SMILES   CC(=O)OCCCP[PH2]=S.COCCOC.COCCOC.COCCOC
Highest occupied orbital energy   -0.3205 Eh

=====

E values (in Ha) by entry order: -9050.5195 -1929.3649 -2355.5803.
Relative energy (zero: lowest compared OMol25 entry of this formula, charge and spin) values (in kcal/mol) by entry order: 22.05 6.34 0.00.